Below is the ion C4H3BrNO with charge +1, with properties calculated with wB97M-V/def2-TZVPD.

Its total energy is -2857.86260 Ha. The HOMO energy is -14.6 eV. The spin multiplicity is 1. As for the net charge: +1. As for the energy above the lowest of the compared OMol25 structures with the same formula, charge and spin: 0.000 eV.

XYZ file:
```
10
Properties=species:S:1:pos:R:3:forces:R:3
C 0.496 1.359 1.949 -0.862 -0.990 -1.842
N -0.058 0.889 1.056 2.391 1.399 2.973
C -0.864 0.398 0.129 -1.797 -1.451 -2.531
C -0.524 -0.512 -0.828 -0.354 0.866 0.808
Br -1.827 -1.147 -1.995 0.275 0.132 0.224
C 0.871 -1.052 -1.034 -0.316 -0.381 -0.402
O 1.833 -0.538 -0.558 0.184 0.365 0.442
H 1.049 1.764 2.761 0.260 0.245 0.386
H -1.880 0.777 0.204 0.104 -0.086 -0.017
H 0.904 -1.937 -1.682 0.115 -0.099 -0.041
```
Positions in Å, forces in eV/Å.